w.
Molecular formula: C5H6N2
Method: DFT, ωB97M-V/def2-TZVPD

Summary:
Orbital gap ... 0.3883 Eh
SMILES ... N#C[C@H]1C[C@H]2CN21
Highest occupied orbital energy ... -9.69 eV
Molecular weight ... 94.12 Da
LUMO level ... 0.876 eV

Each line ends with the Mulliken charge.
CARTESIAN COORDINATES (ANGSTROEM)
N1 2.5191 -0.9799 1.3255  -0.447
C1 1.7153 -0.2583 0.9156  0.050
C2 0.6483 0.5845 0.3911  0.238
C3 0.2755 0.4838 -1.0972  -0.621
C4 -1.1809 0.2669 -0.6479  -0.369
C5 -1.1759 -0.9440 0.1975  -0.138
N2 -0.6691 0.1725 0.9550  -0.445
H1 0.8297 1.6272 0.6693  0.355
H2 0.7289 -0.3686 -1.6186  0.278
H3 0.4668 1.3854 -1.6780  0.291
H4 -1.5929 1.0574 0.0367  0.391
H5 -0.4333 -1.7125 0.0008  0.207
H6 -2.1316 -1.3143 0.5503  0.210

=====

x.
Molecular formula: C5H6N2
Method: DFT, ωB97M-V/def2-TZVPD

Summary:
Orbital gap ... 0.3107 Eh
Highest occupied orbital energy ... -7.34 eV
Molecular weight ... 94.12 Da
LUMO level ... 1.113 eV

Each line ends with the Mulliken charge.
CARTESIAN COORDINATES (ANGSTROEM)
C1 0.7955 0.5186 1.3342  -0.183
C2 -0.0734 -0.7170 1.5200  -0.824
C3 -0.7085 -0.3123 0.3596  0.289
N1 -1.1671 -0.8964 -0.8021  -0.468
C4 -0.4886 -0.1882 -1.8198  -0.215
C5 0.2057 0.8425 -1.2872  -0.413
N2 -0.0469 0.8617 0.1038  -0.110
H1 1.8234 0.3286 1.0134  0.222
H2 0.7644 1.3145 2.0833  0.230
H3 -0.8025 -1.8490 -0.4177  0.370
H4 -0.3970 -1.1717 2.4426  0.315
H5 -0.6605 -0.4348 -2.8568  0.396
H6 0.7477 1.6360 -1.7895  0.392

=====

Quick one: least stable of them? w

=====

w.
Molecular formula: C12H17N
Method: DFT, ωB97M-V/def2-TZVPD

Summary:
Orbital gap ... 0.3101 Eh
SMILES ... CCN1CC[C@@H](C)c2ccccc21
Highest occupied orbital energy ... -7.53 eV
Molecular weight ... 175.28 Da
LUMO level ... 0.909 eV

Each line ends with the Mulliken charge.
CARTESIAN COORDINATES (ANGSTROEM)
C1 -2.8155 -1.7854 0.9448  -0.865
C2 -2.4837 -1.2117 -0.4477  -0.647
N1 -1.1728 -0.2179 -0.4234  -0.021
C3 -1.6310 1.2189 -0.2416  -0.816
C4 -0.7033 2.1170 -1.0271  -0.846
C5 0.6259 1.9247 -0.1058  -0.095
C6 0.5527 2.7572 1.3374  -1.228
C7 1.0671 0.4970 -0.2189  0.401
C8 2.3332 -0.0321 0.0949  -0.776
C9 3.0154 -1.3133 -0.0210  -1.022
C10 2.0686 -2.2240 -0.1246  -0.186
C11 0.5675 -1.8270 -0.0714  -0.474
C12 0.1659 -0.4610 -0.1342  1.190
H1 -3.2904 -2.9122 1.1707  0.233
H2 -1.8575 -1.5163 1.6954  0.213
H3 -3.4346 -1.0812 1.3708  0.432
H4 -3.2716 -0.5928 -0.7449  0.419
H5 -2.2798 -2.1590 -1.1162  0.325
H6 -1.8119 1.7421 0.6944  0.227
H7 -2.5669 1.1771 -0.6775  0.551
H8 -0.9045 3.1436 -1.1799  0.460
H9 -0.5932 1.7786 -2.0601  0.319
H10 1.4555 2.1224 -0.8425  0.382
H11 -0.2113 2.2574 1.8217  0.368
H12 1.5082 2.7772 1.7545  0.412
H13 0.1754 3.7711 0.8732  0.241
H14 2.9342 0.8412 -0.0106  0.379
H15 4.1038 -1.6956 -0.0646  0.276
H16 2.0375 -3.4477 0.2717  0.144
H17 -0.3597 -2.6421 0.0994  0.003

=====

x.
Molecular formula: C12H17N
Method: DFT, ωB97M-V/def2-TZVPD

Summary:
Orbital gap ... 0.3112 Eh
SMILES ... Cc1c[nH]c2ccccc12.CCC
Highest occupied orbital energy ... -7.56 eV
Molecular weight ... 175.28 Da
LUMO level ... 0.912 eV

Each line ends with the Mulliken charge.
CARTESIAN COORDINATES (ANGSTROEM)
C1 2.7540 -1.3432 1.6427  -1.200
C2 2.5169 -0.3356 0.6324  0.573
C3 3.5251 0.5130 0.2526  -0.423
N1 3.1725 1.6142 -0.4326  -0.094
C4 1.7750 1.5798 -0.5353  -0.555
C5 0.8704 2.5913 -0.6246  -0.633
C6 -0.5081 2.3000 -0.4319  -0.408
C7 -0.9640 1.0529 -0.0302  -0.265
C8 -0.0291 0.0415 0.2812  -0.254
C9 1.3147 0.3651 0.1206  0.701
H1 2.6932 -2.3154 1.0948  0.302
H2 1.8418 -1.5349 2.2675  0.308
H3 3.6938 -1.2062 2.3469  0.290
H4 4.6510 0.1697 0.4865  0.213
H5 3.7507 2.4033 -0.6333  0.199
H6 1.1638 3.5758 -0.8475  0.404
H7 -1.3119 3.1200 -0.5576  0.230
H8 -2.0198 0.7490 0.0975  0.287
H9 -0.2995 -0.8924 0.7916  0.316
C10 -4.6462 -1.4581 0.4754  -1.101
C11 -3.5371 -2.2871 -0.0708  0.220
C12 -3.7200 -2.7049 -1.5479  -0.957
H10 -4.6531 -0.4069 0.1011  0.297
H11 -5.6004 -2.0267 0.5247  0.353
H12 -4.3918 -1.1772 1.5959  0.268
H13 -2.6122 -1.7264 0.0635  -0.157
H14 -3.7088 -3.2137 0.4255  0.267
H15 -3.7651 -1.8661 -2.3217  0.298
H16 -2.9832 -3.5770 -1.7264  0.284
H17 -4.7657 -3.2626 -1.6651  0.239

=====

Quick one: least stable of them? w

=====

w.
Molecular formula: C2H3N3O
Method: DFT, ωB97M-V/def2-TZVPD

Summary:
Orbital gap ... 0.3715 Eh
SMILES ... Oc1nnc[nH]1
Highest occupied orbital energy ... -9.48 eV
Molecular weight ... 85.07 Da
LUMO level ... 0.627 eV

Each line ends with the Mulliken charge.
CARTESIAN COORDINATES (ANGSTROEM)
O1 1.0426 -0.6015 -1.5957  -0.493
C1 0.2228 -0.3857 -0.5635  0.438
N1 -0.7401 -1.1374 -0.1331  -0.405
N2 -1.3235 -0.4512 0.9245  -0.327
C2 -0.6733 0.6573 1.0818  -0.083
N3 0.3360 0.7736 0.1439  -0.156
H1 0.8260 -1.4751 -1.9512  0.372
H2 -0.9342 1.4486 1.7721  0.377
H3 1.2436 1.1714 0.3212  0.277

=====

x.
Molecular formula: C2H3N3O
Method: DFT, ωB97M-V/def2-TZVPD

Summary:
Orbital gap ... 0.3808 Eh
SMILES ... Nc1ncon1
Highest occupied orbital energy ... -9.35 eV
Molecular weight ... 85.07 Da
LUMO level ... 1.017 eV

Each line ends with the Mulliken charge.
CARTESIAN COORDINATES (ANGSTROEM)
N1 -0.7763 1.3820 0.6213  -0.371
C1 0.1311 0.4585 0.2756  0.325
N2 -0.6028 -0.5489 -0.3342  -0.521
C2 0.3038 -1.3826 -0.6405  0.147
O1 1.5244 -1.0120 -0.2948  -0.153
N3 1.4153 0.2626 0.3366  -0.436
H1 -1.5591 0.8630 0.1752  0.369
H2 -0.5630 2.2979 0.9995  0.231
H3 0.1266 -2.3205 -1.1387  0.409

=====

y.
Molecular formula: C2H3N3O
Method: DFT, ωB97M-V/def2-TZVPD

Summary:
Orbital gap ... 0.3525 Eh
Highest occupied orbital energy ... -9.07 eV
Molecular weight ... 85.07 Da
LUMO level ... 0.522 eV

Each line ends with the Mulliken charge.
CARTESIAN COORDINATES (ANGSTROEM)
N1 0.3100 1.3518 0.7952  -0.453
C1 -0.3615 0.5650 -0.1126  0.526
C2 0.4069 -0.6437 -0.4902  -0.352
N2 -0.2491 -1.7417 -0.7251  0.515
N3 -0.8149 -2.7107 -0.8752  -0.550
O1 -1.4543 0.8485 -0.5655  -0.580
H1 -0.2301 2.1202 1.1684  0.251
H2 0.9174 0.8852 1.4529  0.244
H3 1.4758 -0.6747 -0.6479  0.399

=====

z.
Molecular formula: C2H3N3O
Method: DFT, ωB97M-V/def2-TZVPD

Summary:
Orbital gap ... 0.3743 Eh
SMILES ... O=c1[nH]cn[nH]1
Highest occupied orbital energy ... -9.57 eV
Molecular weight ... 85.07 Da
LUMO level ... 0.619 eV

Each line ends with the Mulliken charge.
CARTESIAN COORDINATES (ANGSTROEM)
O1 0.5494 -2.0448 -1.0951  -0.548
C1 0.4048 -0.9521 -0.6069  0.437
N1 -0.5650 -0.6081 0.3416  -0.062
C2 -0.4214 0.6998 0.6841  -0.030
N2 0.6223 1.2291 0.1750  -0.510
N3 1.1775 0.2632 -0.7474  -0.252
H1 -1.2268 -1.2549 0.7358  0.184
H2 -1.1094 1.2622 1.2903  0.404
H3 0.8216 1.1337 -1.2721  0.377

=====

Quick one: least stable of them? x